Entry 1:
ORCA calculation (ωB97M-V/def2-TZVPD) on a single C23H29N5O5 molecule.

Results
E_LUMO = 0.641 eV
E_tot = -1543.94445 Ha
SMILES = CCOC(=O)N1CCN(C(=O)CC(=O)Nc2ccc3nc4n(c(=O)c3c2)CCCCC4)CC1
Total charge = 0
Gap between HOMO and LUMO = 8.713 eV
2S+1 = 1

```
62
C23H29N5O5, DFT ωB97M-V/def2-TZVPD
C -5.91 -2.00 -2.35
C -7.14 -1.23 -1.88
O -6.77 -0.17 -0.99
C -6.66 -0.52 0.31
O -6.94 -1.60 0.75
N -6.27 0.53 1.09
C -5.70 1.75 0.54
C -4.20 1.81 0.92
N -3.73 0.46 1.15
C -3.16 -0.34 0.23
O -2.82 -1.48 0.48
C -2.85 0.27 -1.13
C -1.57 1.09 -0.99
O -1.55 2.30 -1.09
N -0.50 0.30 -0.72
C 0.84 0.66 -0.51
C 1.29 1.98 -0.65
C 2.61 2.28 -0.45
C 3.53 1.28 -0.11
N 4.85 1.60 0.09
C 5.68 0.67 0.40
N 5.33 -0.64 0.57
C 4.02 -1.09 0.40
O 3.73 -2.26 0.54
C 3.07 -0.04 0.04
C 1.73 -0.34 -0.17
C 6.32 -1.65 0.91
C 7.32 -1.91 -0.22
C 8.47 -0.91 -0.25
C 8.02 0.52 -0.51
C 7.11 1.08 0.58
C -4.29 -0.13 2.35
C -5.79 0.22 2.42
H -5.22 -1.34 -2.87
H -5.40 -2.43 -1.49
H -6.22 -2.79 -3.02
H -7.84 -1.90 -1.37
H -7.64 -0.73 -2.72
H -5.84 1.74 -0.54
H -6.23 2.61 0.96
H -4.07 2.36 1.85
H -3.62 2.31 0.15
H -2.68 -0.55 -1.83
H -3.65 0.90 -1.50
H -0.70 -0.69 -0.57
H 0.59 2.75 -0.92
H 2.97 3.29 -0.56
H 1.41 -1.37 -0.05
H 6.85 -1.35 1.83
H 5.75 -2.56 1.12
H 7.73 -2.91 -0.08
H 6.78 -1.90 -1.17
H 9.17 -1.21 -1.03
H 9.01 -0.95 0.70
H 8.91 1.16 -0.58
H 7.51 0.58 -1.48
H 7.11 2.17 0.53
H 7.47 0.78 1.56
H -3.76 0.25 3.23
H -4.14 -1.21 2.28
H -6.36 -0.63 2.80
H -5.97 1.09 3.05
```

Entry 2:
ORCA calculation (ωB97M-V/def2-TZVPD) on a single C23H29N7O3 molecule.

Results
E_LUMO = 0.782 eV
E_tot = -1502.88811 Ha
SMILES = COc1ccc(Nc2nc(NCCN3CCOCC3)nc(Nc3ccc(OC)cc3)n2)cc1
Total charge = 0
Gap between HOMO and LUMO = 8.419 eV
2S+1 = 1

```
62
C23H29N7O3, DFT ωB97M-V/def2-TZVPD
C 6.60 -0.51 -6.84
O 5.33 -0.09 -6.43
C 4.88 -0.50 -5.21
C 3.60 -0.06 -4.85
C 3.05 -0.41 -3.63
C 3.76 -1.21 -2.74
N 3.26 -1.60 -1.50
C 2.06 -1.37 -0.91
N 1.95 -1.92 0.30
C 0.77 -1.73 0.90
N 0.62 -2.27 2.12
C -0.61 -2.29 2.87
C -0.58 -1.45 4.16
N -1.14 -0.13 3.96
C -1.47 0.52 5.21
C -2.16 1.86 4.91
O -1.33 2.71 4.16
C -0.97 2.08 2.95
C -0.27 0.75 3.18
N -0.25 -1.04 0.38
C -0.02 -0.52 -0.82
N -0.96 0.22 -1.45
C -2.22 0.64 -1.05
C -2.96 1.42 -1.93
C -4.21 1.88 -1.59
C -4.76 1.58 -0.34
O -6.01 2.08 -0.10
C -6.60 1.82 1.15
C -4.03 0.80 0.54
C -2.77 0.34 0.19
N 1.12 -0.66 -1.52
C 5.03 -1.64 -3.10
C 5.59 -1.30 -4.32
H 7.38 -0.14 -6.17
H 6.67 -1.60 -6.91
H 6.75 -0.08 -7.83
H 3.06 0.55 -5.54
H 2.06 -0.08 -3.36
H 3.87 -2.16 -0.93
H 1.42 -2.76 2.48
H -1.40 -1.92 2.22
H -0.83 -3.33 3.13
H -1.19 -1.95 4.91
H 0.46 -1.41 4.54
H -2.15 -0.12 5.78
H -0.57 0.71 5.83
H -2.39 2.39 5.84
H -3.09 1.66 4.36
H -0.30 2.78 2.44
H -1.87 1.92 2.33
H -0.07 0.28 2.22
H 0.69 0.92 3.71
H -0.66 0.54 -2.36
H -2.55 1.67 -2.90
H -4.79 2.48 -2.27
H -7.57 2.32 1.13
H -6.75 0.75 1.31
H -6.01 2.23 1.97
H -4.41 0.54 1.52
H -2.20 -0.26 0.88
H 5.60 -2.26 -2.42
H 6.58 -1.65 -4.55
```

Entry 3:
ORCA calculation (ωB97M-V/def2-TZVPD) on a molecular structure, C23H29O7Ru at a distorted geometry.

Results
E_LUMO (spin up / spin down) = -0.251 / -0.102 eV
⟨S²⟩ = 0.786
E_tot = -1515.17710 Ha
Total charge = 0
Gap between HOMO and LUMO (spin up / spin down) = 7.613 / 7.652 eV
2S+1 = 2

```
60
C23H29O7Ru, DFT ωB97M-V/def2-TZVPD
Ru -0.22 -0.08 -0.64
C -2.99 0.80 0.73
C -2.58 2.24 0.54
O -1.35 2.33 -0.19
C -0.40 3.28 0.30
C 0.96 2.62 0.39
O 0.76 1.54 1.27
C 1.90 0.78 1.66
C 1.33 -0.34 2.52
O 0.41 -1.09 1.75
C -0.75 -1.55 2.43
C -2.00 -1.19 1.65
O -2.05 0.22 1.63
H -2.96 0.29 -0.23
H -4.01 0.76 1.14
H -2.46 2.71 1.52
H -3.36 2.77 -0.02
H -0.68 3.61 1.30
H -0.36 4.14 -0.37
H 1.71 3.32 0.77
H 1.26 2.26 -0.61
H 2.60 1.39 2.25
H 2.41 0.35 0.80
H 0.83 0.11 3.38
H 2.15 -0.98 2.88
H -0.81 -1.08 3.42
H -0.70 -2.64 2.55
H -2.89 -1.62 2.13
H -1.91 -1.60 0.63
O 2.15 -0.34 -1.33
C 2.45 -1.63 -1.90
C 1.41 -2.70 -1.33
O 1.76 -3.86 -1.44
O 0.34 -2.23 -0.84
C 2.23 -1.65 -3.40
C 1.47 -0.66 -4.02
C 1.23 -0.72 -5.39
C 1.73 -1.76 -6.14
C 2.46 -2.77 -5.52
C 2.71 -2.71 -4.16
C 3.86 -1.97 -1.43
C 4.03 -2.36 -0.11
C 5.30 -2.53 0.41
C 6.42 -2.32 -0.39
C 6.25 -1.94 -1.71
C 4.98 -1.77 -2.23
H 2.64 0.32 -1.85
H 1.04 0.14 -3.44
H 0.63 0.06 -5.86
H 1.54 -1.81 -7.21
H 2.83 -3.60 -6.10
H 3.25 -3.51 -3.67
H 3.16 -2.53 0.51
H 5.42 -2.85 1.44
H 7.41 -2.45 0.02
H 7.12 -1.78 -2.34
H 4.86 -1.48 -3.27
C -1.52 0.05 -2.31
H -1.67 -0.86 -2.90
H -2.04 0.93 -2.69
```

Entry 4:
ORCA calculation (ωB97M-V/def2-TZVPD) on a molecular structure, C23H30B2CdN9O2S2.

Results
E_LUMO = 2.556 eV
E_tot = -2551.77403 Ha
Total charge = -1
Gap between HOMO and LUMO = 6.644 eV
2S+1 = 1

```
69
C23H30B2CdN9O2S2, DFT ωB97M-V/def2-TZVPD
Cd 0.03 0.13 -0.62
C 0.28 0.01 -5.38
C 0.76 -0.30 -4.10
N -0.04 0.18 -3.16
N -1.04 0.82 -3.80
C -0.87 0.73 -5.13
B -2.17 1.55 -3.05
N -3.00 0.54 -2.22
C -4.34 0.39 -2.18
C -4.63 -0.61 -1.27
C -3.37 -1.01 -0.80
N -2.40 -0.32 -1.39
N -1.55 2.64 -2.14
C -1.84 3.95 -2.10
C -0.99 4.55 -1.19
C -0.19 3.50 -0.72
N -0.53 2.36 -1.30
H 0.71 -0.24 -6.33
H 1.64 -0.85 -3.81
H -1.58 1.19 -5.80
H -2.91 2.08 -3.85
H -4.98 1.01 -2.79
H -5.60 -0.98 -0.99
H -3.12 -1.76 -0.06
H -2.63 4.36 -2.71
H -0.95 5.59 -0.92
H 0.61 3.51 0.00
C 5.54 2.98 0.93
S 4.67 2.89 -0.64
C 3.52 1.56 -0.26
S 2.48 1.69 1.07
N 3.59 0.61 -1.15
N 2.56 -0.30 -1.12
C 2.93 -1.51 -1.28
C 1.93 -2.59 -1.42
C 2.35 -3.91 -1.57
C 1.40 -4.91 -1.72
C 0.06 -4.56 -1.72
C -0.27 -3.22 -1.56
N 0.64 -2.26 -1.42
H 6.13 3.90 0.94
H 4.82 3.01 1.74
H 6.21 2.13 1.06
H 3.98 -1.77 -1.31
H 3.41 -4.14 -1.58
H 1.70 -5.94 -1.84
H -0.72 -5.30 -1.83
H -1.30 -2.88 -1.57
C -2.36 0.23 3.98
C -0.86 0.31 3.74
C -0.22 1.28 4.72
O -0.68 0.83 2.41
B -0.35 -0.20 1.54
O -0.23 -1.39 2.26
C -0.17 -1.08 3.66
C -0.87 -2.19 4.43
C 1.31 -1.04 4.04
H -2.79 1.23 3.83
H -2.60 -0.09 5.00
H -2.84 -0.45 3.27
H -0.80 2.20 4.75
H 0.79 1.53 4.41
H -0.19 0.85 5.73
H -1.91 -2.29 4.14
H -0.82 -2.00 5.51
H -0.36 -3.13 4.23
H 1.83 -0.24 3.50
H 1.76 -1.98 3.75
H 1.45 -0.89 5.12
```